Entry 1:
2 unconnected molecules or ions with the total composition C10H22O2S, computed with the ωB97M-V functional and the def2-TZVPD basis.

Positions of all 35 atoms, in Å:
1 S 0.04 2.32 1.27
2 O 1.34 1.62 1.43
3 O 1.80 0.22 -1.16
4 C -1.30 1.40 0.47
5 C 0.26 -1.61 -1.35
6 C -2.44 2.40 0.12
7 C -0.21 -0.64 -2.37
8 C -1.92 0.23 1.22
9 C -0.43 -2.64 -0.94
10 C 1.65 -1.20 -0.94
11 C 2.69 -1.88 -1.87
12 C 1.84 -1.43 0.51
13 C -0.59 2.33 3.03
14 H 0.99 -1.15 1.02
15 H -0.95 1.19 -0.54
16 H -2.70 -0.37 0.68
17 H 0.23 2.91 3.44
18 H 0.08 0.41 -2.11
19 H 2.05 -2.41 0.87
20 H -1.40 -2.80 -1.54
21 H 3.60 -1.38 -1.82
22 H 1.76 0.63 -0.22
23 H -1.80 3.32 -0.12
24 H 2.33 -1.73 -2.84
25 H -2.41 0.75 2.02
26 H -0.30 1.30 3.32
27 H 2.79 -2.93 -1.67
28 H -1.58 2.67 3.19
29 H 0.00 -3.34 -0.18
30 H -3.09 2.64 0.93
31 H 2.61 -0.82 0.97
32 H -2.87 2.12 -0.75
33 H 0.50 -0.84 -3.31
34 H -1.21 -0.79 -2.45
35 H -1.37 -0.49 1.67

## Properties
**E_LUMO**: 0.67 eV
**Net charge**: 0
**Total energy**: -25653.7191 eV
**ΔE to the lowest compared entry with this formula, charge and spin**: 9.5 kcal per mole
**HOMO energy**: -9.2 eV

Results of the Löwdin charge analysis, in e, for atoms 1 through 4: 0.92, -0.53, -0.09, -0.56

Entry 2:
2 unconnected molecules or ions with the total composition C5H6O2, computed with the ωB97M-V functional and the def2-TZVPD basis.

Positions of all 13 atoms, in Å:
1 O 2.70 -0.74 2.44
2 O -0.76 -1.07 -2.44
3 C 2.21 -0.80 1.42
4 C -0.64 0.22 -1.87
5 C -0.43 0.70 1.98
6 C 0.01 0.12 -0.52
7 C -0.35 0.47 0.69
8 H -0.01 1.60 2.42
9 H -1.29 -1.60 -1.84
10 H -0.87 -0.03 2.65
11 H 0.05 0.76 -2.53
12 H 0.97 -0.39 -0.53
13 H -1.59 0.76 -1.86

## Properties
**E_LUMO**: 0.82 eV
**Net charge**: 0
**Total energy**: -9374.6134 eV
**ΔE to the lowest compared entry with this formula, charge and spin**: 57.2 kcal per mole
**HOMO energy**: -9.8 eV

Results of the Löwdin charge analysis, in e, for atoms 1 through 4: 0.06, -0.07, 0.04, -0.27

Entry 3:
A single C5H11N3O molecule, computed with the ωB97M-V functional and the def2-TZVPD basis.

Positions of all 20 atoms, in Å:
1 O -2.18 0.28 0.77
2 N -0.52 -1.91 -0.53
3 N -0.97 1.07 -1.82
4 N 2.42 -0.12 -1.34
5 C -0.78 0.45 0.66
6 C -0.14 0.81 1.98
7 C 0.19 -0.67 -0.37
8 C 1.61 -0.63 -0.33
9 C -0.33 0.64 -0.66
10 H 3.24 0.39 -1.03
11 H 0.09 -2.70 -0.33
12 H -2.44 0.34 1.70
13 H 0.93 0.94 1.86
14 H -1.72 1.72 -1.66
15 H -1.35 -1.96 0.05
16 H -0.57 1.74 2.36
17 H 2.14 -1.16 0.45
18 H -0.31 0.03 2.73
19 H -1.24 0.33 -2.46
20 H 1.91 0.42 -2.03

## Properties
**E_LUMO (spin up / spin down)**: 0.76 / 0.76 eV
**Net charge**: 0
**Total energy**: -11876.8824 eV
**ΔE to the lowest compared entry with this formula, charge and spin**: 112.7 kcal per mole
**HOMO energy (spin up / spin down)**: -6.2 / -6.3 eV

Results of the Löwdin charge analysis, in e, for atoms 1 through 4: 0.02, 0.09, 0.11, 0.04